The following is a DFT calculation (wB97M-V/def2-TZVPD) of one molecule with the formula C10H15NO2S at a distorted geometry.

Summary:
net charge = 0
max |F| = 4.44 eV/Å
SMILES string = N#S(=O)O[C@H]1[C@@H]2C[C@H]3C[C@@H](C2)C[C@@H]1C3
HOMO = -9.705 eV
electronic energy = -27029.283 eV
spin multiplicity = 1
gap between HOMO and LUMO = 8.904 eV

Each line ends with the Löwdin charge.
Cartesian coordinates (Å):
1 S -3.486 0.009 0.235  0.69
2 O -4.344 -1.064 0.644  -0.33
3 O -2.340 -0.649 -0.708  -0.27
4 N -4.007 1.391 0.273  -0.22
5 C 1.862 0.544 -0.471  -0.29
6 C -0.638 1.026 -0.282  -0.24
7 C 0.147 -1.219 -0.822  -0.28
8 C -0.532 0.615 1.271  -0.11
9 C 1.383 -0.538 -1.435  -0.11
10 C 0.557 -0.398 1.426  -0.34
11 C 0.748 1.667 -0.596  -0.09
12 C -0.948 -0.178 -1.075  -0.25
13 C 1.923 0.133 0.969  -0.13
14 C 0.255 -1.616 0.604  -0.14
15 H 1.107 2.452 0.020  0.09
16 H -1.586 1.768 -0.387  0.16
17 H 2.664 -0.687 1.062  0.13
18 H 1.172 -2.300 0.762  0.15
19 H 2.126 -1.349 -1.519  0.12
20 H 0.750 -0.838 2.477  0.17
21 H -0.077 -2.053 -1.488  0.15
22 H 2.829 0.974 -0.758  0.14
23 H -0.201 1.468 1.922  0.13
24 H 2.237 1.004 1.490  0.11
25 H -1.526 0.225 1.796  0.13
26 H 0.652 2.235 -1.605  0.15
27 H -0.677 -2.206 0.904  0.15
28 H -1.112 -0.045 -2.181  0.17
29 H 1.060 -0.370 -2.526  0.15

=====

The following is a DFT calculation (wB97M-V/def2-TZVPD) of C19H35ClFeN4O5 as an isolated structure at a distorted geometry.

Summary:
net charge = +1
max |F| = 2.75 eV/Å
HOMO (spin up / spin down) = -12.050 / -12.043 eV
electronic energy = -83365.499 eV
spin multiplicity = 6
gap between HOMO and LUMO (spin up / spin down) = 9.728 / 7.963 eV

Each line ends with the Löwdin spin population.
Cartesian coordinates (Å):
1 Fe -0.345 19.721 -20.125  4.20
2 Cl -2.220 22.370 -19.476  0.00
3 O -1.569 21.112 -19.046  0.07
4 O -2.818 22.962 -18.329  0.01
5 O -1.182 23.193 -20.053  0.00
6 O -1.621 18.390 -20.312  0.43
7 O -3.208 22.061 -20.462  0.00
8 N -0.938 20.673 -21.943  0.05
9 N 0.428 19.002 -18.273  0.04
10 N 1.136 18.701 -21.296  0.04
11 N 1.070 21.318 -20.045  0.04
12 C 2.589 15.936 -22.923  0.00
13 C 1.845 24.287 -22.111  0.00
14 C -2.303 17.177 -20.214  0.05
15 C 2.204 24.487 -20.642  0.00
16 C 0.360 16.245 -15.817  0.00
17 C -1.643 16.224 -19.225  0.01
18 C 2.705 17.465 -22.960  0.00
19 C 1.090 18.632 -17.420  0.01
20 C -1.070 21.341 -22.858  0.01
21 C 1.814 18.143 -22.027  0.01
22 C -2.467 16.503 -21.562  0.01
23 C -1.227 22.228 -24.007  0.00
24 C 1.959 18.177 -16.331  0.00
25 C -2.493 21.965 -24.829  0.00
26 C 1.842 22.153 -19.967  0.01
27 C 2.801 23.250 -19.976  0.00
28 C 1.209 17.371 -15.260  0.00
29 C -3.753 22.295 -24.042  0.00
30 C 1.179 15.491 -23.314  0.00
31 H 0.962 15.561 -16.419  0.00
32 H 2.348 19.078 -15.853  0.00
33 H 2.504 17.904 -23.942  0.00
34 H -2.182 15.275 -19.244  0.00
35 H -1.760 16.550 -18.190  0.00
36 H -1.527 16.159 -21.987  0.00
37 H 2.765 17.635 -16.828  0.00
38 H 0.447 16.044 -22.723  0.00
39 H -3.847 23.374 -23.913  0.00
40 H 3.649 22.865 -20.556  0.00
41 H 0.960 15.729 -24.357  0.00
42 H -2.503 20.971 -25.274  0.00
43 H 1.968 16.989 -14.573  0.00
44 H -0.132 15.662 -15.042  0.00
45 H -3.746 21.824 -23.058  0.00
46 H -4.665 21.989 -24.553  0.00
47 H 1.314 24.819 -20.103  0.00
48 H 1.325 25.163 -22.487  0.00
49 H 0.656 18.080 -14.643  0.00
50 H 2.901 25.319 -20.533  0.00
51 H 2.763 24.153 -22.693  0.00
52 H 3.746 17.740 -22.769  0.00
53 H -0.340 22.029 -24.618  0.00
54 H -2.369 22.637 -25.683  0.00
55 H -3.157 15.663 -21.442  0.00
56 H -3.298 17.405 -19.810  0.01
57 H -0.414 16.645 -16.475  0.00
58 H -3.004 17.101 -22.303  0.00
59 H 1.041 14.420 -23.189  0.00
60 H -0.585 16.062 -19.440  0.00
61 H 2.823 15.601 -21.912  0.00
62 H 3.301 15.478 -23.606  0.00
63 H 3.208 23.443 -18.984  0.00
64 H -1.135 23.246 -23.626  0.00
65 H 1.273 23.371 -22.274  0.00

=====

The following is a DFT calculation (wB97M-V/def2-TZVPD) of one molecule with the formula C3H5ClS2 at a distorted geometry.

Summary:
net charge = 0
max |F| = 1.65 eV/Å
SMILES string = S=C(CS)CCl
HOMO = -9.028 eV
electronic energy = -37384.128 eV
spin multiplicity = 1
gap between HOMO and LUMO = 8.370 eV

Each line ends with the Löwdin charge.
Cartesian coordinates (Å):
1 Cl -0.945 0.143 2.115  0.57
2 S 1.607 1.548 -0.959  0.76
3 S -0.923 -1.546 -1.310  0.75
4 C 0.560 -0.942 -0.588  -0.67
5 C 0.611 0.489 -0.217  -0.88
6 C -0.301 1.127 0.792  -0.66
7 H 0.627 -1.502 0.312  0.05
8 H 0.210 2.025 1.161  0.06
9 H -1.220 1.356 0.202  0.09
10 H 1.369 -1.177 -1.338  0.09
11 H -1.595 -1.521 -0.171  -0.16

=====

The following is a DFT calculation (wB97M-V/def2-TZVPD) of a 2-piece molecular cluster, C3H8S overall at a distorted geometry.

Summary:
net charge = 0
max |F| = 1.02 eV/Å
SMILES string = C=CC.S
HOMO = -9.660 eV
electronic energy = -14075.021 eV
spin multiplicity = 1
gap between HOMO and LUMO = 10.586 eV

Each line ends with the Löwdin charge.
Cartesian coordinates (Å):
1 S -2.699 0.700 -0.600  0.48
2 C 0.618 -1.399 0.235  -0.03
3 C 1.101 0.987 -0.198  -0.13
4 C 1.228 -0.279 0.608  -0.23
5 H -3.816 -0.032 -0.756  -0.21
6 H -2.286 -0.045 0.388  -0.25
7 H 1.006 0.826 -1.272  0.07
8 H 2.010 1.584 -0.082  0.07
9 H 1.894 -0.231 1.458  0.09
10 H 0.695 -2.325 0.784  0.05
11 H -0.015 -1.415 -0.643  0.05
12 H 0.263 1.630 0.078  0.05

=====

The following is a DFT calculation (wB97M-V/def2-TZVPD) of C32H37ClN2Si2V as an isolated structure at a distorted geometry.

Summary:
net charge = +1
max |F| = 1.65 eV/Å
HOMO (spin up / spin down) = -10.553 / -10.530 eV
electronic energy = -90725.328 eV
spin multiplicity = 3
gap between HOMO and LUMO (spin up / spin down) = 7.396 / 7.997 eV

Each line ends with the Löwdin spin population.
Cartesian coordinates (Å):
1 V -0.063 -0.189 3.389  1.90
2 Cl 2.049 0.467 1.230  -0.03
3 Si 0.975 -0.030 -2.668  0.00
4 Si -0.034 0.011 0.996  -0.03
5 N 0.110 1.787 3.831  0.03
6 N 1.817 -0.722 3.991  0.02
7 C -2.255 -2.854 -0.988  0.00
8 C -0.500 -4.008 0.231  0.00
9 C -2.301 1.633 0.808  0.00
10 C 2.278 -0.170 5.293  0.01
11 C 0.323 -2.419 -5.929  0.00
12 C 1.402 2.139 4.503  0.01
13 C -0.951 1.528 0.396  0.00
14 C 0.485 -1.300 -5.111  0.00
15 C -1.164 -2.084 3.590  0.03
16 C -1.255 3.453 -1.041  0.00
17 C -2.090 -1.055 3.229  0.00
18 C 1.980 -3.598 -4.588  0.00
19 C -1.682 -4.040 -0.525  0.00
20 C -0.427 3.295 -4.689  0.00
21 C -1.176 -0.502 5.290  0.02
22 C 2.096 -2.490 -3.726  0.00
23 C 0.931 1.510 -3.725  0.00
24 C 2.001 1.873 -4.571  0.00
25 C 0.087 -2.779 0.553  0.00
26 C -0.603 -1.752 4.862  -0.01
27 C -2.587 3.544 -0.621  0.00
28 C -0.286 2.209 -3.808  0.00
29 C -1.693 -1.622 -0.644  0.00
30 C 1.231 -1.394 -3.909  0.00
31 C 0.600 3.575 -5.607  0.00
32 C -0.549 -1.586 0.176  -0.01
33 C -0.421 2.465 -0.506  0.00
34 C -2.086 -0.071 4.277  0.01
35 C -3.114 2.649 0.312  0.00
36 C 1.808 2.863 -5.553  0.00
37 C 1.063 -3.587 -5.651  0.00
38 C 1.649 1.167 5.647  0.00
39 H -2.151 -4.998 -0.749  0.00
40 H -0.873 4.167 -1.778  0.00
41 H -1.003 -3.014 3.045  0.01
42 H -0.053 -4.937 0.584  0.00
43 H -1.146 1.912 -3.188  0.00
44 H 2.971 1.364 -4.498  0.00
45 H -0.364 -2.382 -6.774  0.00
46 H 2.610 -4.478 -4.423  0.00
47 H -2.145 -0.692 -0.995  0.00
48 H -1.051 -0.063 6.276  0.00
49 H 3.364 -0.060 5.215  0.00
50 H -2.766 0.782 4.344  0.00
51 H 1.285 3.151 4.911  0.00
52 H 0.741 0.993 6.248  0.00
53 H 0.919 -4.472 -6.269  0.00
54 H 2.212 2.150 3.756  0.00
55 H 2.612 3.096 -6.270  0.00
56 H -3.216 4.345 -1.005  0.00
57 H -0.665 2.076 4.437  0.00
58 H 2.465 -0.414 3.249  0.00
59 H 0.466 4.386 -6.331  0.00
60 H 0.012 -2.409 5.475  0.00
61 H -2.728 0.918 1.517  0.00
62 H -1.325 3.913 -4.648  0.00
63 H 1.015 -2.749 1.131  0.00
64 H 2.855 -2.445 -2.940  0.00
65 H -0.030 2.347 2.985  0.01
66 H 1.788 -0.009 -1.397  0.00
67 H -0.404 -0.285 -2.263  0.00
68 H 2.075 -0.912 6.070  0.00
69 H -2.751 -1.063 2.360  0.00
70 H 1.908 -1.741 3.989  0.01
71 H 0.058 -0.333 -5.411  0.00
72 H -3.161 -2.876 -1.598  0.00
73 H 2.343 1.658 6.339  0.00
74 H 0.627 2.414 -0.812  0.00
75 H -4.147 2.743 0.671  0.00

=====

The following is a DFT calculation (wB97M-V/def2-TZVPD) of one molecule with the formula C3H5N3O.

Summary:
net charge = 0
max |F| = 0.53 eV/Å
SMILES string = N/C(=N/[O-])C1=C[NH2+]1
HOMO = -7.665 eV
electronic energy = -9703.983 eV
spin multiplicity = 1
gap between HOMO and LUMO = 7.971 eV

Each line ends with the Löwdin charge.
Cartesian coordinates (Å):
1 O 1.038 -2.370 0.125  -0.12
2 N -1.879 -0.372 0.074  0.05
3 N 0.610 1.593 0.105  0.11
4 N -0.183 -2.133 0.106  -0.06
5 C 1.728 0.598 0.066  0.05
6 C 0.518 0.100 0.071  -0.18
7 C -0.523 -0.807 0.082  -0.39
8 H -2.377 -0.768 -0.719  0.07
9 H 0.378 2.124 -0.732  0.15
10 H 2.743 0.643 0.413  0.10
11 H -2.360 -0.707 0.905  0.07
12 H 0.308 2.048 0.966  0.15

=====

What is the max |F| in the third record? 1.65 eV/Å